Formula: CH3PS
Source: the OMol25 dataset
Level of theory: ωB97M-V/def2-TZVPD

Computed properties:
<S²> = 2.010
Highest occupied orbital energy (spin up / spin down) = -7.196 / -9.514 eV
Orbital gap (spin up / spin down) = 8.07 / 7.05 eV
Energy relative to the best compared isomer or geometry (same formula, charge and spin) = 1.5384 eV
E = -21205.643 eV
LUMO (spin up / spin down) = 0.9 / -2.5 eV

The geometry in ORCA input format:
```
! wB97M-V def2-TZVPD RIJCOSX def2/J DEFGRID3
* xyz 0 3
C -0.081 -0.759 -0.212
P -0.298 0.295 1.146
S 1.231 1.208 0.056
H 0.809 -1.437 -0.238
H -0.470 -0.293 -1.163
H -1.191 0.986 0.411
*
```

These are the Löwdin partial charges, in e, on atoms 1 to 4:
1 C -0.588
2 P 0.436
3 S 0.279
4 H -0.003



Formula: C31H50N4O2Pd
Source: the OMol25 dataset
Level of theory: ωB97M-V/def2-TZVPD

Computed properties:
<S²> = 6.006
Highest occupied orbital energy (spin up / spin down) = 2.475 / -3.908 eV
Orbital gap (spin up / spin down) = 1.53 / 5.86 eV
Energy relative to the best compared isomer or geometry (same formula, charge and spin) = 0.0000 eV
E = -46487.262 eV
LUMO (spin up / spin down) = 4.0 / 2.0 eV

The geometry in ORCA input format:
```
! wB97M-V def2-TZVPD RIJCOSX def2/J DEFGRID3
* xyz -2 5
Pd 0.776 -0.716 0.671
C 4.700 -1.709 1.723
C 2.608 -1.496 0.935
N 3.390 -1.451 2.052
H 5.560 -2.145 -0.248
N 3.446 -1.898 -0.041
H 5.493 -1.705 2.439
C 1.601 0.971 -0.265
C 0.931 1.634 -1.308
C 1.641 2.611 -2.053
C 2.953 2.961 -1.708
C 3.539 2.380 -0.583
C 2.867 1.375 0.130
H -0.112 1.418 -1.543
H 1.170 3.132 -2.893
H 4.530 2.703 -0.251
H 3.347 0.961 1.012
C 3.768 3.942 -2.508
H 4.836 3.785 -2.325
H 3.547 4.991 -2.278
H 3.605 3.806 -3.579
C 2.986 -0.923 3.360
C 4.141 -1.102 4.336
C 2.622 0.545 3.262
H 5.033 -0.533 4.039
H 3.847 -0.715 5.320
H 4.410 -2.158 4.474
H 1.453 -1.117 4.790
H 1.971 -2.684 4.136
H 1.706 0.683 2.665
C 1.757 -1.641 3.873
H 3.447 1.151 2.877
H 2.411 0.899 4.278
H 0.917 -1.584 3.169
C 4.735 -1.994 0.421
C 4.107 -1.067 -2.206
H 5.157 -1.378 -2.287
H 3.706 -0.895 -3.213
C 3.258 -2.124 -1.498
H 1.757 -2.182 -2.969
C 3.757 -3.535 -1.821
H 3.232 -4.279 -1.208
H 4.027 -0.112 -1.673
H 1.513 -0.908 -1.756
H 4.841 -3.640 -1.683
H 3.550 -3.764 -2.875
C 1.816 -1.956 -1.896
H 1.139 -2.632 -1.360
C -5.736 2.152 -0.264
N -4.430 2.041 0.187
H -6.616 1.494 -2.142
N -4.474 1.232 -1.802
H -6.566 2.499 0.327
C -4.127 2.220 1.613
C -5.092 3.247 2.190
C -4.322 0.878 2.311
H -6.125 2.876 2.193
H -4.819 3.432 3.234
H -5.022 4.201 1.652
H -2.497 2.647 2.873
H -2.534 3.673 1.439
H -3.641 0.123 1.901
C -2.691 2.648 1.793
H -5.356 0.525 2.221
H -4.094 1.012 3.373
H -2.003 1.943 1.317
C -5.759 1.649 -1.509
C -4.396 -1.090 -2.493
H -5.414 -1.291 -2.143
H -4.190 -1.752 -3.340
C -4.230 0.353 -2.950
H -2.673 -0.245 -4.244
C -5.249 0.670 -4.034
H -5.199 1.728 -4.321
H -3.688 -1.319 -1.691
H -2.095 0.343 -2.667
H -6.268 0.404 -3.726
H -5.035 0.077 -4.930
C -2.822 0.515 -3.465
H -2.678 1.491 -3.939
C -3.644 1.426 -0.738
C -0.090 -4.404 1.412
C -1.169 -3.348 1.370
O -2.331 -3.792 1.418
O -0.899 -2.064 1.333
H 0.912 -4.000 1.252
H -0.120 -4.919 2.384
H -0.310 -5.179 0.666
*
```

These are the Löwdin partial charges, in e, on atoms 1 to 4:
1 Pd 0.978
2 C -0.150
3 C -0.192
4 N -0.006



Formula: C4H5NO
Source: the OMol25 dataset
Level of theory: ωB97M-V/def2-TZVPD

Computed properties:
Highest occupied orbital energy = -10.303 eV
Orbital gap = 11.07 eV
SMILES = C#CCN=C=O.[H][H]
Energy relative to the best compared isomer or geometry (same formula, charge and spin) = 3.8918 eV
E = -7762.635 eV
LUMO = 0.8 eV

The geometry in ORCA input format:
```
! wB97M-V def2-TZVPD RIJCOSX def2/J DEFGRID3
* xyz 0 1
C 1.023 -0.179 -2.327
C 0.178 -0.181 -1.474
C -0.899 -0.201 -0.486
N -0.670 0.540 0.729
C 0.116 0.093 1.542
O 0.866 -0.443 2.253
H 1.781 -0.169 -3.073
H -1.137 -1.214 -0.191
H -1.785 0.240 -0.914
H -0.418 2.260 2.139
H -0.777 2.095 1.496
*
```

These are the Löwdin partial charges, in e, on atoms 1 to 4:
1 C 0.122
2 C -0.108
3 C -0.215
4 N 0.001



Formula: C26H50N4O5S5
Source: the OMol25 dataset
Level of theory: ωB97M-V/def2-TZVPD

Computed properties:
Highest occupied orbital energy = -7.303 eV
Orbital gap = 7.38 eV
Energy relative to the best compared isomer or geometry (same formula, charge and spin) = 1.9615 eV
E = -98140.054 eV
LUMO = 0.1 eV

The geometry in ORCA input format:
```
! wB97M-V def2-TZVPD RIJCOSX def2/J DEFGRID3
* xyz 0 1
C 3.849 -0.463 -5.699
S 2.410 0.710 -5.899
O 1.489 0.066 -6.902
C 1.582 0.401 -4.262
H 3.996 -0.982 -6.646
H 3.562 -1.167 -4.917
H 4.813 0.035 -5.590
H 1.145 -0.598 -4.234
H 0.771 1.128 -4.229
H 2.260 0.671 -3.452
C 2.479 -3.510 -1.427
S 3.197 -3.462 -3.101
O 4.313 -4.536 -3.105
C 1.790 -4.364 -3.908
H 3.142 -2.858 -0.858
H 2.558 -4.478 -0.932
H 1.457 -3.141 -1.346
H 1.841 -4.008 -4.937
H 0.872 -4.016 -3.434
H 1.907 -5.444 -3.828
C -1.026 1.914 -0.057
S 0.139 1.121 1.147
O -0.798 0.397 2.109
C 0.875 -0.147 0.014
H -0.569 2.084 -1.032
H -1.362 2.879 0.322
H -1.891 1.270 -0.213
H 1.353 0.325 -0.845
H 0.210 -0.890 -0.425
H 1.648 -0.697 0.550
C 5.156 -1.360 0.590
S 4.917 -0.096 -0.728
O 3.600 -0.579 -1.396
C 6.326 -0.822 -1.763
H 6.107 -1.306 1.120
H 5.094 -2.311 0.061
H 4.273 -1.343 1.228
H 6.064 -1.863 -1.953
H 7.293 -0.866 -1.264
H 6.347 -0.170 -2.637
C -0.571 4.795 -4.037
S -1.631 5.609 -2.772
O -2.161 4.526 -1.829
C -2.841 6.065 -4.030
H 0.161 5.464 -4.489
H -1.164 4.295 -4.802
H 0.050 4.081 -3.497
H -3.610 6.684 -3.566
H -3.357 5.165 -4.363
H -2.286 6.628 -4.780
N 1.445 2.523 7.292
C 0.749 3.690 7.147
C 0.018 3.516 6.021
C 0.328 2.294 5.436
C 1.068 1.617 6.349
H 2.055 2.405 8.089
H 0.912 4.505 7.836
H -0.670 4.256 5.638
H 0.026 1.971 4.451
H 1.526 0.641 6.290
N -4.145 1.280 1.638
C -4.584 2.254 0.830
C -5.561 1.611 -0.027
C -5.624 0.279 0.230
C -4.632 0.085 1.152
H -3.417 1.337 2.336
H -4.284 3.284 0.960
H -6.190 2.131 -0.734
H -6.262 -0.468 -0.218
H -4.363 -0.760 1.769
N -1.912 -0.743 4.455
C -2.019 -0.482 5.783
C -2.827 -1.393 6.409
C -3.088 -2.365 5.455
C -2.560 -1.918 4.248
H -1.346 -0.281 3.757
H -1.384 0.292 6.185
H -3.028 -1.397 7.470
H -3.605 -3.289 5.667
H -2.592 -2.363 3.264
N -2.631 -4.220 -1.009
C -3.003 -3.005 -0.495
C -1.943 -2.536 0.339
C -0.935 -3.495 0.254
C -1.336 -4.467 -0.617
H -3.240 -4.761 -1.606
H -3.912 -2.468 -0.722
H -1.973 -1.626 0.920
H 0.020 -3.393 0.749
H -0.856 -5.376 -0.948
*
```

These are the Löwdin partial charges, in e, on atoms 1 to 4:
1 C -0.234
2 S 0.827
3 O -0.582
4 C -0.249



Formula: C23H32Br3N4O3
Source: the OMol25 dataset
Level of theory: ωB97M-V/def2-TZVPD

Computed properties:
Highest occupied orbital energy = -11.748 eV
Orbital gap = 7.33 eV
SMILES = CCOCCOc1c(CC(=O)Br)cc2cc(/C(Br)=C(/C)Br)[n+](N)c(CN)c2c1CCCCN
E = -246589.650 eV
LUMO = -4.4 eV

The geometry in ORCA input format:
```
! wB97M-V def2-TZVPD RIJCOSX def2/J DEFGRID3
* xyz 1 1
C -3.377 -1.044 -0.542
C -3.765 -0.346 -1.919
O -2.978 -0.991 -2.929
C -2.425 -0.074 -3.873
C -1.237 0.798 -3.317
O 0.062 0.154 -3.424
C 0.458 -0.397 -2.194
C 0.259 -1.876 -2.095
C -0.289 -2.759 -3.255
C 0.907 -2.903 -4.305
O 1.995 -3.259 -3.999
Br 0.509 -2.409 -6.180
C 0.593 -2.538 -0.850
C 1.114 -1.712 0.253
C 1.410 -2.394 1.543
C 1.940 -1.605 2.617
C 2.222 -2.326 3.971
Br 3.854 -3.299 4.353
C 1.228 -2.220 4.905
C 1.289 -2.813 6.343
Br -0.420 -1.233 4.437
N 2.203 -0.227 2.478
N 2.765 0.345 3.635
C 1.936 0.505 1.314
C 2.298 2.016 1.359
N 3.640 2.168 0.698
C 1.366 -0.240 0.170
C 1.018 0.438 -1.114
C 1.135 1.951 -1.457
C -0.141 2.835 -0.997
C -1.011 2.170 0.132
C -1.944 3.215 0.910
N -3.049 3.753 0.082
H -3.255 -2.157 -0.683
H -4.166 -0.903 0.245
H -2.401 -0.668 -0.131
H -3.568 0.752 -1.807
H -4.859 -0.537 -2.090
H -3.234 0.630 -4.239
H -2.054 -0.613 -4.786
H -1.161 1.760 -3.905
H -1.433 0.972 -2.228
H -1.132 -2.300 -3.822
H -0.566 -3.784 -2.879
H 0.439 -3.640 -0.750
H 1.236 -3.494 1.661
H 0.924 -3.870 6.410
H 2.312 -2.659 6.774
H 0.591 -2.192 6.978
H 2.134 1.095 3.929
H 3.702 0.699 3.434
H 2.455 2.427 2.395
H 1.528 2.694 0.907
H 3.654 1.613 -0.170
H 4.312 1.708 1.319
H 2.101 2.426 -1.126
H 1.155 2.069 -2.581
H -0.750 3.164 -1.875
H 0.304 3.772 -0.539
H -1.734 1.404 -0.288
H -0.431 1.637 0.929
H -2.415 2.603 1.741
H -1.311 3.996 1.405
H -3.237 3.084 -0.667
H -2.704 4.632 -0.311
*
```

These are the Löwdin partial charges, in e, on atoms 1 to 4:
1 C -0.069
2 C -0.234
3 O -0.178
4 C -0.171



Formula: C23H22F4MnN3OS2
Source: the OMol25 dataset
Level of theory: ωB97M-V/def2-TZVPD

Computed properties:
<S²> = 8.759
Highest occupied orbital energy (spin up / spin down) = -4.654 / -4.887 eV
Orbital gap (spin up / spin down) = 7.11 / 7.35 eV
Energy relative to the best compared isomer or geometry (same formula, charge and spin) = 0.0000 eV
E = -94588.182 eV
LUMO (spin up / spin down) = 2.5 / 2.5 eV

The geometry in ORCA input format:
```
! wB97M-V def2-TZVPD RIJCOSX def2/J DEFGRID3
* xyz -1 6
Mn -1.860 0.431 -0.412
C -5.154 -0.248 0.182
C -4.378 -1.458 -0.319
N -2.963 -1.544 0.122
C -2.384 -2.735 -0.540
C -0.934 -3.020 -0.185
C -2.868 -1.655 1.597
C -1.837 -0.711 2.210
N -2.059 0.623 1.677
C -1.858 1.739 2.381
C -1.998 2.976 1.698
F -2.295 2.918 0.372
C -1.837 4.203 2.285
F -1.993 5.311 1.533
C -1.514 4.334 3.626
C -1.358 3.153 4.322
F -1.035 3.206 5.632
C -1.517 1.910 3.746
F -1.329 0.833 4.554
H -6.126 -0.235 -0.314
H -4.643 0.681 -0.069
H -5.329 -0.265 1.256
H -4.365 -1.442 -1.409
H -4.896 -2.381 -0.017
H -2.475 -2.578 -1.616
H -3.003 -3.607 -0.278
H -0.297 -2.166 -0.413
H -0.593 -3.871 -0.775
H -0.809 -3.275 0.869
H -2.648 -2.690 1.877
H -3.835 -1.407 2.029
H -0.824 -1.053 1.955
H -1.939 -0.777 3.292
H -1.384 5.297 4.094
C 6.588 0.459 -3.867
C 7.727 -0.001 -2.996
O 8.876 -0.011 -3.356
S 7.375 -0.556 -1.335
C 5.615 -0.370 -1.171
C 5.087 0.785 -0.602
C 3.718 0.937 -0.477
C 2.841 -0.064 -0.915
C 3.390 -1.228 -1.471
C 4.759 -1.381 -1.591
C 1.428 0.093 -0.795
C 0.220 0.228 -0.691
H 7.004 1.033 -4.692
H 5.853 1.043 -3.317
H 6.076 -0.418 -4.268
H 5.757 1.566 -0.265
H 3.305 1.835 -0.038
H 2.721 -2.009 -1.806
H 5.172 -2.287 -2.018
S -3.157 1.268 -2.385
C -3.048 -0.198 -3.184
N -2.967 -1.223 -3.721
*
```

These are the Löwdin partial charges, in e, on atoms 1 to 4:
1 Mn 0.633
2 C -0.099
3 C -0.261
4 N -0.224